C7H12N2O6 in the gas phase at a distorted geometry, computed with ωB97M-V/def2-TZVPD.

Each line ends with the Löwdin charge.
Cartesian coordinates (Å):
N  2.4228  -2.6166  -0.3674  0.049
C  1.8888  -1.2149  0.1487  -0.341
C  2.7968  -0.2722  -0.3560  -0.137
C  2.6143  1.1195  0.3096  -0.472
O  1.8209  1.4724  1.1819  0.062
O  3.5023  1.9989  -0.2216  0.030
C  0.4268  -0.9925  -0.1839  -0.384
O  -0.1073  -1.4309  -1.1848  0.076
N  -0.3438  -0.1819  0.6948  0.079
C  -1.6065  0.4244  0.5064  -0.262
C  -1.5946  1.3286  -0.7964  -0.102
O  -2.6497  2.5417  -0.5821  -0.182
C  -2.6866  -0.5694  0.2624  -0.405
O  -3.8000  -0.2790  -0.3698  0.017
O  -2.6168  -1.5782  1.1711  0.089
H  1.8191  -3.2979  0.0397  0.040
H  2.1184  -2.5162  -1.4644  0.142
H  2.1489  -1.1035  1.3276  0.201
H  3.8594  -0.6696  -0.1172  0.173
H  2.7817  -0.2293  -1.4595  0.146
H  3.1245  3.0461  0.0561  0.255
H  0.1662  0.2119  1.4382  0.091
H  -1.6481  1.2557  1.3485  0.218
H  -1.8644  0.5880  -1.7671  0.174
H  -0.5750  1.8452  -0.7873  0.120
H  -3.5451  1.9664  -0.7951  0.131
H  -3.1676  -2.2480  0.5876  0.190

The calculation puts the molecular weight at 220.2 g mol⁻¹. The gap between HOMO and LUMO is 9.7888 eV. As for the electronic energy: -22715.6099 eV. As for the SMILES: N[C@@H](CC(=O)O)C(=O)N[C@@H](CO)C(=O)O. Its energy relative to the best compared isomer or geometry (same formula, charge and spin) is 455.3 kJ/mol. The net charge is 0.

---

A gas-phase ion, C7H12N2PS (charge +1) at a distorted geometry, computed with ωB97M-V/def2-TZVPD.

Each line ends with the Löwdin charge.
Cartesian coordinates (Å):
C  -1.6773  -1.1291  -1.2560  -0.224
C  -2.4026  -0.5652  -0.2583  -0.347
C  -1.6494  0.2363  0.7122  -0.541
C  0.9043  -0.3479  -0.4722  -0.419
C  -3.8743  -0.4285  -0.1950  -0.062
C  2.7936  1.0238  0.2936  0.012
C  3.1662  -0.7927  -1.3926  -0.060
N  -0.5650  0.7332  0.9921  0.165
N  2.1895  -0.1311  -0.5513  -0.267
P  -2.5408  0.7928  2.3659  1.007
S  0.1731  -1.3642  -1.5637  1.013
H  -2.1780  -1.7591  -1.9869  0.079
H  -4.4854  -0.7444  -1.0177  0.098
H  -4.0792  0.5408  0.1122  0.042
H  -4.0752  -1.0292  0.7473  0.108
H  1.9764  1.4126  0.8834  0.058
H  3.6887  0.7509  0.9886  0.134
H  3.1086  1.6868  -0.4656  0.073
H  3.1481  -1.7934  -1.0105  0.094
H  3.0045  -0.7129  -2.4722  0.100
H  4.1832  -0.3163  -1.2447  0.119
H  -2.3353  2.0682  1.9847  -0.100
H  -1.3490  0.6267  3.0695  -0.082

The calculation puts the molecular weight at 187.2 g mol⁻¹. The gap between HOMO and LUMO (alpha / beta) is 7.4377 / 7.4465 eV. As for the electronic energy: -30545.7188 eV. Its energy relative to the best compared isomer or geometry (same formula, charge and spin) is 340.1 kJ/mol. The net charge is +1.

---

A gas-phase ion, C7H12N3 (charge +1) at a distorted geometry, computed with ωB97M-V/def2-TZVPD.

Each line ends with the Löwdin charge.
Cartesian coordinates (Å):
C  -1.4348  -0.9135  -1.3368  0.016
C  -0.7211  -0.3464  -0.0263  -0.409
C  -1.2615  -0.9910  1.2706  0.008
N  -0.9844  1.1708  -0.0679  0.124
C  0.3330  1.9063  0.0331  -0.052
C  1.4345  0.9084  -0.0056  -0.135
C  2.7586  0.5843  -0.0372  -0.123
N  2.9555  -0.6919  0.0196  0.042
N  1.7753  -1.3312  0.0601  0.073
C  0.7711  -0.3389  0.0450  -0.153
H  -2.4627  -0.4744  -1.4015  0.099
H  -1.5816  -2.0553  -1.1806  0.129
H  -0.7806  -0.6745  -2.1522  0.081
H  -2.3181  -0.9589  1.3026  0.083
H  -0.7407  -0.5308  2.1090  0.105
H  -0.8844  -2.0022  1.2127  0.095
H  -1.3558  1.4677  0.7947  0.147
H  -1.5364  1.3980  -0.9440  0.203
H  0.2865  2.3590  1.0533  0.150
H  0.3628  2.6658  -0.8280  0.167
H  3.6655  1.2307  -0.1511  0.144
H  1.7193  -2.3822  0.2306  0.205

The calculation puts the molecular weight at 138.2 g mol⁻¹. The gap between HOMO and LUMO is 9.7820 eV. As for the electronic energy: -11915.6845 eV. As for the SMILES: CC1(C)[NH2+]Cc2cn[nH]c21. Its energy relative to the best compared isomer or geometry (same formula, charge and spin) is 275.6 kJ/mol. The net charge is +1.

---

A gas-phase ion, C7H12N3 (charge +1) at a distorted geometry, computed with ωB97M-V/def2-TZVPD.

Each line ends with the Löwdin charge.
Cartesian coordinates (Å):
C  -2.8804  -0.4156  0.3017  0.000
C  -1.7108  0.3429  0.1001  -0.272
C  -1.5183  1.6680  -0.0401  0.031
N  -0.2081  1.8872  -0.4036  0.151
C  0.4711  0.7678  -0.5050  -0.102
N  -0.5277  -0.2696  -0.2489  0.061
C  0.0542  -1.6238  -0.0387  -0.069
C  1.5567  -1.3116  -0.2078  -0.076
C  1.8530  0.2549  -0.4753  -0.265
N  2.3778  0.8159  0.7398  0.075
H  -3.7271  0.1518  0.3744  0.066
H  -3.0009  -1.0980  -0.6570  0.159
H  -2.7537  -1.0969  1.1285  0.098
H  -2.0316  2.5192  0.0879  0.105
H  0.2896  2.7933  -0.3201  0.207
H  -0.3414  -2.3091  -0.8637  0.150
H  -0.2250  -2.0217  0.9819  0.149
H  2.1138  -1.5461  0.7204  0.123
H  2.0026  -1.8359  -1.0464  0.111
H  2.4501  0.1964  -1.3482  0.133
H  3.3060  0.3773  0.9662  0.133
H  2.4500  1.7535  0.7540  0.031

The calculation puts the molecular weight at 138.2 g mol⁻¹. The gap between HOMO and LUMO is 10.3667 eV. As for the electronic energy: -11916.7823 eV. As for the SMILES: Cc1c[nH+]c2n1CC[C@@H]2N. Its energy relative to the best compared isomer or geometry (same formula, charge and spin) is 169.7 kJ/mol. The net charge is +1.

---

A gas-phase ion, C7H12N3 (charge +1) at a distorted geometry, computed with ωB97M-V/def2-TZVPD.

Each line ends with the Löwdin charge.
Cartesian coordinates (Å):
C  -3.3810  -0.1177  -0.4076  -0.041
C  -3.3022  0.8910  0.5044  -0.042
C  -2.0486  -0.6732  -0.6730  0.001
C  1.6550  0.8759  -1.3727  0.236
C  1.1678  0.6917  1.0240  -0.105
C  0.1371  -0.2648  0.3600  -0.356
C  0.7410  -1.6120  0.1372  -0.063
N  -1.8904  1.0226  0.8314  0.086
N  -1.1881  0.0358  0.1327  -0.086
N  2.0585  0.9710  -0.0963  0.043
H  -4.2917  -0.4249  -0.7808  0.081
H  -4.0241  1.3426  1.1288  0.105
H  -1.7888  -1.5166  -1.2162  0.090
H  0.5992  0.6999  -1.4806  0.105
H  2.2382  0.9192  -2.2152  0.093
H  0.8147  1.5712  1.4799  0.098
H  1.8513  0.0892  1.7656  0.167
H  1.7200  -1.7563  -0.3052  0.078
H  -0.0175  -2.0246  -0.5980  0.083
H  0.7201  -2.1751  1.0824  0.092
H  2.9765  1.3024  0.1924  0.169
H  -1.5744  1.4300  1.7228  0.169

The calculation puts the molecular weight at 138.2 g mol⁻¹. The gap between HOMO and LUMO (alpha / beta) is 5.0629 / 5.0651 eV. As for the electronic energy: -11912.2577 eV. Its energy relative to the best compared isomer or geometry (same formula, charge and spin) is 606.3 kJ/mol. The net charge is +1.

---

A gas-phase ion, C7H12N3O (charge +1) at a distorted geometry, computed with ωB97M-V/def2-TZVPD.

Each line ends with the Löwdin charge.
Cartesian coordinates (Å):
C  -1.1993  -1.2351  0.3152  -0.122
C  -2.0004  0.9264  -0.1619  -0.461
C  1.9160  1.5352  0.5568  -0.105
C  1.1704  0.9937  1.7118  -0.052
C  1.3233  0.1916  0.3970  -0.214
C  0.1704  0.0084  -0.5969  -0.338
C  0.5575  -0.6546  -1.8429  -0.047
N  -2.2684  -0.4829  0.1929  0.213
N  -0.7421  1.1207  -0.6565  0.157
N  -0.9644  -2.4569  0.5693  0.232
O  -2.8116  1.7862  -0.0457  0.157
H  1.2983  2.3756  0.1039  0.125
H  3.0433  1.5397  0.3711  0.156
H  1.4441  0.5435  2.6611  0.122
H  0.2623  1.5507  1.6850  0.093
H  2.1182  -0.5649  0.4576  0.154
H  1.4505  -0.2051  -2.2741  0.100
H  -0.1618  -0.6193  -2.7168  0.115
H  0.5935  -1.7794  -1.8010  0.093
H  -3.2682  -0.6186  0.3726  0.190
H  -0.2350  2.0057  -0.6194  0.149
H  -0.0996  -2.9020  0.2781  0.147
H  -1.5970  -3.0588  1.0426  0.137

The calculation puts the molecular weight at 154.2 g mol⁻¹. The gap between HOMO and LUMO (alpha / beta) is 6.2788 / 6.5506 eV. As for the electronic energy: -13958.1857 eV. Its energy relative to the best compared isomer or geometry (same formula, charge and spin) is 153.0 kJ/mol. The net charge is +1. As for the expectation value of S²: 2.006. Its spin multiplicity is 3.

---

> energy relative to the best compared isomer or geometry (same formula, charge and spin) of number 3 (C7H12N3)?

275.6 kJ/mol

---

> Number 2 is which compound?

C7H12N2PS

---

Please write out number 1 again, unchanged.
C7H12N2O6 in the gas phase at a distorted geometry, computed with ωB97M-V/def2-TZVPD.

Each line ends with the Löwdin charge.
Cartesian coordinates (Å):
N  2.4228  -2.6166  -0.3674  0.049
C  1.8888  -1.2149  0.1487  -0.341
C  2.7968  -0.2722  -0.3560  -0.137
C  2.6143  1.1195  0.3096  -0.472
O  1.8209  1.4724  1.1819  0.062
O  3.5023  1.9989  -0.2216  0.030
C  0.4268  -0.9925  -0.1839  -0.384
O  -0.1073  -1.4309  -1.1848  0.076
N  -0.3438  -0.1819  0.6948  0.079
C  -1.6065  0.4244  0.5064  -0.262
C  -1.5946  1.3286  -0.7964  -0.102
O  -2.6497  2.5417  -0.5821  -0.182
C  -2.6866  -0.5694  0.2624  -0.405
O  -3.8000  -0.2790  -0.3698  0.017
O  -2.6168  -1.5782  1.1711  0.089
H  1.8191  -3.2979  0.0397  0.040
H  2.1184  -2.5162  -1.4644  0.142
H  2.1489  -1.1035  1.3276  0.201
H  3.8594  -0.6696  -0.1172  0.173
H  2.7817  -0.2293  -1.4595  0.146
H  3.1245  3.0461  0.0561  0.255
H  0.1662  0.2119  1.4382  0.091
H  -1.6481  1.2557  1.3485  0.218
H  -1.8644  0.5880  -1.7671  0.174
H  -0.5750  1.8452  -0.7873  0.120
H  -3.5451  1.9664  -0.7951  0.131
H  -3.1676  -2.2480  0.5876  0.190

The calculation puts the molecular weight at 220.2 g mol⁻¹. The gap between HOMO and LUMO is 9.7888 eV. As for the electronic energy: -22715.6099 eV. As for the SMILES: N[C@@H](CC(=O)O)C(=O)N[C@@H](CO)C(=O)O. Its energy relative to the best compared isomer or geometry (same formula, charge and spin) is 455.3 kJ/mol. The net charge is 0.